[1]
C23H24F2NO | ωB97M-V/def2-TZVPD

The geometry in XYZ format:
```
51
C23H24F2NO, DFT ωB97M-V/def2-TZVPD
C 4.368 -2.126 1.245
C 3.386 -1.096 0.714
O 3.743 -0.200 -0.043
N 2.053 -1.219 1.193
C 1.042 -0.263 1.020
C 1.038 0.572 -0.144
C 0.358 0.113 -1.742
C -1.086 -0.194 -1.552
C -1.421 -1.519 -1.204
C -2.607 -1.794 -0.541
C -3.513 -0.757 -0.353
F -4.588 -0.965 0.469
C -3.293 0.529 -0.821
C -2.143 0.770 -1.567
C 0.777 1.125 -2.758
C 1.724 0.763 -3.745
C 2.319 1.724 -4.566
C 1.882 3.049 -4.461
F 2.448 3.995 -5.262
C 0.930 3.425 -3.537
C 0.351 2.470 -2.705
C -0.139 -0.260 1.903
C -1.064 0.767 1.997
C -2.236 0.780 2.943
C -2.218 -0.326 3.976
C -1.732 -1.655 3.359
C -0.344 -1.505 2.720
H 3.985 -3.167 1.163
H 5.308 -2.079 0.674
H 4.635 -1.902 2.290
H 2.006 -1.840 2.014
H 0.582 1.592 0.091
H 1.993 0.577 -0.669
H 0.975 -0.810 -1.782
H -0.741 -2.347 -1.460
H -2.814 -2.806 -0.160
H -3.986 1.320 -0.614
H -2.076 1.689 -2.169
H 1.975 -0.287 -3.917
H 3.081 1.466 -5.289
H 0.610 4.457 -3.461
H -0.437 2.752 -2.017
H -0.959 1.642 1.365
H -2.381 1.731 3.477
H -3.136 0.688 2.315
H -1.533 -0.055 4.788
H -3.203 -0.482 4.422
H -1.691 -2.423 4.147
H -2.451 -1.990 2.595
H -0.156 -2.397 2.105
H 0.378 -1.530 3.554
```

Summary:
max |F| = 2.84 eV Å⁻¹
net charge = +1
HOMO-LUMO gap = 6.59 eV
E = -33205.191 eV
HOMO = -0.4332 Ha
LUMO level = -5.20 eV
molecular weight = 368.45 g mol⁻¹

***

[2]
C23H27As2I2IrN2O | ωB97M-V/def2-TZVPD

The geometry in XYZ format:
```
58
C23H27As2I2IrN2O, DFT ωB97M-V/def2-TZVPD
Ir 0.645 -0.399 0.404
I -2.149 3.465 6.664
C -1.227 2.747 4.992
C -0.088 3.394 4.481
C 0.539 2.879 3.383
I 2.241 3.778 2.616
C 0.062 1.674 2.740
O 0.742 1.166 1.789
C -1.155 1.094 3.224
C -1.697 -0.155 2.590
N -1.520 -0.235 1.122
C -2.210 -1.413 0.599
C -1.791 -1.685 -0.799
C -2.642 -2.253 -1.728
C -2.148 -2.605 -2.975
C -0.811 -2.366 -3.262
C -0.024 -1.768 -2.302
N -0.505 -1.428 -1.091
C -1.751 1.600 4.341
H 0.293 4.286 4.959
H -2.758 -0.234 2.840
H -1.185 -1.018 3.026
H -1.903 0.606 0.689
H -3.296 -1.331 0.673
H -1.904 -2.266 1.212
H -3.676 -2.444 -1.472
H -2.792 -3.076 -3.705
H -0.387 -2.643 -4.217
H 1.017 -1.556 -2.491
H -2.635 1.122 4.746
C 2.961 0.598 -2.680
As 2.760 -0.200 -0.935
C 4.280 0.477 0.050
C 3.196 -2.062 -1.224
C 4.007 -2.421 -2.296
C 4.319 -3.757 -2.516
C 3.835 -4.734 -1.657
C 3.046 -4.375 -0.574
C 2.705 -3.040 -0.375
As 1.571 -2.568 1.105
C 2.747 -2.666 2.629
C 0.360 -4.051 1.318
H 2.410 0.049 -3.440
H 4.023 0.613 -2.920
H 2.599 1.625 -2.658
H 5.181 0.037 -0.376
H 4.207 0.230 1.106
H 4.317 1.560 -0.060
H 4.419 -1.671 -2.960
H 4.938 -4.029 -3.360
H 4.055 -5.778 -1.840
H 2.697 -5.139 0.111
H 3.234 -3.641 2.598
H 2.182 -2.570 3.555
H 3.496 -1.879 2.580
H 0.925 -4.914 1.667
H -0.131 -4.282 0.374
H -0.389 -3.810 2.071
```

Summary:
max |F| = 2.87 eV Å⁻¹
⟨S²⟩ = 0.77
spin multiplicity = 2
net charge = +3
HOMO-LUMO gap (alpha / beta) = 5.88 / 5.26 eV
E = -170008.380 eV
HOMO (alpha / beta) = -0.5990 / -0.6022 Ha
LUMO level (alpha / beta) = -10.42 / -11.13 eV
molecular weight = 943.35 g mol⁻¹

***

[3]
C29H43ClN6O6Pt | ωB97M-V/def2-TZVPD

The geometry in XYZ format:
```
86
C29H43ClN6O6Pt, DFT ωB97M-V/def2-TZVPD
Pt 0.179 -0.121 -1.172
Cl 0.089 0.176 -3.478
C 2.322 -3.659 -1.122
C 1.460 -1.607 -1.231
N 1.177 -2.932 -1.314
H 4.370 -3.002 -0.848
N 2.811 -1.531 -1.136
H 2.358 -4.727 -1.080
C -0.170 -3.562 -1.395
C -0.031 -5.021 -1.781
C -0.848 -3.463 -0.031
H 0.449 -5.620 -1.002
H -1.039 -5.427 -1.923
H 0.506 -5.142 -2.729
H -1.968 -3.404 -2.541
H -0.492 -2.910 -3.435
H -0.745 -2.466 0.415
C -1.002 -2.886 -2.466
H -0.409 -4.188 0.665
H -1.917 -3.690 -0.146
H -1.208 -1.831 -2.231
C 3.334 -2.791 -1.004
C 3.559 0.128 0.499
H 3.975 -0.650 1.152
H 4.146 1.047 0.629
C 3.641 -0.309 -0.960
H 3.792 1.684 -1.707
C 5.083 -0.614 -1.321
H 5.171 -0.995 -2.345
H 2.524 0.315 0.808
H 2.122 1.084 -1.685
H 5.559 -1.309 -0.623
H 5.647 0.325 -1.273
C 3.169 0.795 -1.880
H 3.233 0.494 -2.932
C -3.313 2.898 -1.464
N -2.770 1.646 -1.219
H -2.334 4.852 -1.529
N -1.151 3.054 -1.135
H -4.362 3.084 -1.644
C -3.568 0.406 -1.287
C -5.009 0.697 -0.911
C -3.513 -0.139 -2.709
H -5.517 1.329 -1.648
H -5.549 -0.260 -0.877
H -5.081 1.152 0.085
H -3.635 -1.516 -0.360
H -3.001 -0.211 0.709
H -2.475 -0.196 -3.068
C -3.018 -0.605 -0.314
H -4.087 0.503 -3.391
H -3.957 -1.146 -2.720
H -1.986 -0.902 -0.578
C -2.301 3.776 -1.407
C 0.881 3.498 -2.423
H 0.414 4.149 -3.174
H 1.939 3.783 -2.319
C 0.193 3.660 -1.074
H 2.010 3.430 0.032
C 0.082 5.140 -0.765
H -0.452 5.323 0.176
H 0.817 2.462 -2.781
H 1.106 1.910 -0.136
H -0.393 5.701 -1.579
H 1.101 5.537 -0.651
C 0.997 2.999 0.022
H 0.523 3.141 1.001
C -1.454 1.757 -1.056
O -1.260 1.322 1.430
C -0.480 0.431 1.768
O 0.248 -0.342 0.986
C -0.280 0.124 3.238
C 0.523 -0.951 3.638
C 0.683 -1.243 5.011
C 0.057 -0.458 5.989
C -0.741 0.623 5.586
C -0.916 0.912 4.211
N -1.374 1.440 6.583
O -1.196 1.151 7.785
O -2.075 2.406 6.220
N 1.495 -2.361 5.403
O 2.042 -3.042 4.510
O 1.624 -2.613 6.619
H 1.016 -1.564 2.888
H 0.187 -0.682 7.045
H -1.543 1.745 3.908
```

Summary:
max |F| = 3.33 eV Å⁻¹
⟨S²⟩ = 6.05
spin multiplicity = 5
net charge = -2
HOMO-LUMO gap (alpha / beta) = 1.69 / 3.66 eV
E = -67758.894 eV
HOMO (alpha / beta) = 0.0624 / -0.0684 Ha
LUMO level (alpha / beta) = 3.39 / 1.80 eV
molecular weight = 802.23 g mol⁻¹

***

[4]
C10H16N2O | ωB97M-V/def2-TZVPD

The geometry in XYZ format:
```
29
C10H16N2O, DFT ωB97M-V/def2-TZVPD
C -1.519 -1.618 -2.075
N -1.374 -0.938 -0.876
C -2.570 -1.332 -0.020
C -2.877 -0.209 0.609
O -2.075 0.955 0.305
C -1.345 0.564 -0.954
N -0.112 1.025 -1.064
C 0.729 0.593 -0.153
C 2.201 1.219 -0.446
C 3.317 0.163 0.063
C 2.718 -0.744 1.255
C 1.875 0.289 2.140
C 0.531 0.351 1.315
H -2.370 -1.237 -2.519
H -0.593 -1.510 -2.754
H -1.599 -2.719 -1.956
H -2.793 -2.409 0.036
H -3.766 -0.060 1.348
H -2.105 0.944 -1.808
H 2.234 1.234 -1.638
H 2.410 2.279 -0.085
H 4.384 0.593 0.316
H 3.687 -0.329 -0.848
H 2.046 -1.514 0.673
H 3.471 -1.441 1.697
H 1.723 0.011 3.213
H 2.481 1.366 2.077
H -0.379 -0.441 1.505
H -0.183 1.333 1.474
```

Summary:
max |F| = 6.63 eV Å⁻¹
net charge = 0
HOMO-LUMO gap = 8.59 eV
E = -15651.517 eV
HOMO = -0.2963 Ha
LUMO level = 0.53 eV
relative energy (zero: lowest compared OMol25 entry of this formula, charge and spin) = 528.68 kJ/mol
molecular weight = 180.25 g mol⁻¹